The following is a DFT calculation (wB97M-V/def2-TZVPD) of a molecular structure, C23H27ClF6N6O7S3W in a non-equilibrium geometry.

Geometry as XYZ:
```
74
Properties=species:S:1:pos:R:3
W -0.3186 0.1355 0.1338
C 2.8034 1.6722 1.2351
C 1.9314 2.5646 2.1280
N 0.5118 2.3169 1.8559
C -0.3549 2.5472 3.0187
C -0.6534 1.2674 3.8321
S -0.1589 -0.3167 3.0690
C 1.6543 -0.3370 3.4811
C 2.5276 -0.5826 2.2555
N 2.2578 0.3128 1.1207
H 3.8264 1.6577 1.6340
H 2.8279 2.0973 0.2277
H 2.1987 3.6145 1.9513
H 2.1402 2.3505 3.1764
H 0.2085 2.9283 1.0977
H -1.3016 2.9464 2.6581
H 0.0871 3.2975 3.6892
H -1.7321 1.1586 3.9596
H -0.1904 1.2930 4.8174
H 1.8110 -1.1547 4.1838
H 1.8960 0.5908 3.9865
H 2.3415 -1.6054 1.9136
H 3.5803 -0.5042 2.5619
H 2.6886 -0.1168 0.2992
F -3.6466 2.8499 3.0661
C -3.9187 2.8468 1.7638
F -5.2042 2.6025 1.5554
F -3.6107 4.0630 1.2716
S -2.9713 1.6388 -0.0831
O -1.7360 1.3119 0.8765
O -2.2649 1.6603 -1.3785
N -3.7264 0.1772 0.0129
S -3.3804 -0.5050 1.3574
O -2.1024 -1.2471 1.2221
O -3.5058 0.2355 2.5686
C -4.6241 -1.9155 1.4387
F -4.4464 -2.6577 2.5256
F -4.4291 -2.7032 0.3750
F -5.8705 -1.4784 1.4104
Cl 2.2618 -7.2318 -3.0512
C 1.9236 -5.7030 -2.3435
C 2.3736 -4.5380 -2.9663
C 2.0961 -3.3170 -2.4069
C 1.3757 -3.2354 -1.1956
C 0.9147 -4.4210 -0.5893
C 1.1775 -5.6381 -1.1666
C 1.0606 -1.9639 -0.6514
O 0.2959 -1.7580 0.4106
O 1.3604 -0.8290 -1.2213
H 2.9336 -4.6072 -3.8830
H 2.4096 -2.4033 -2.8842
H 0.3375 -4.3446 0.3197
H 0.8010 -6.5426 -0.7197
O 0.3397 1.5637 -0.8295
N 0.9454 2.3112 -1.7736
C 0.4777 3.5837 -2.0277
C 1.1332 4.3916 -2.9081
C 2.2932 3.9495 -3.5590
C 2.7499 2.6573 -3.2794
C 2.0901 1.8531 -2.3975
H -0.4380 3.8411 -1.5179
H 0.7449 5.3772 -3.1075
H 2.8092 4.5796 -4.2607
H 3.6377 2.2851 -3.7629
H 2.3693 0.8369 -2.1718
N -1.7692 -2.1377 -1.3373
C -2.0722 -2.6777 -2.5278
C -1.7961 -1.7261 -3.4864
C -1.3378 -0.6165 -2.7804
N -1.3293 -0.8623 -1.4606
H -1.9331 -2.5305 -0.4156
H -2.4403 -3.6785 -2.6188
H -1.9077 -1.8253 -4.5457
H -1.0332 0.3452 -3.1518
```

Its charge is +1. The max |F| is 5.49 eV Å⁻¹. The expectation value of S² is 3.773. Its lowest unoccupied orbital energy (alpha / beta) is -0.144 / -0.148 hartree. The electronic energy comes out at -4068.54700 Ha. Its spin multiplicity is 4.